{
  "formula": "C33H41AsCl3F6N4O2P2PdS",
  "method": "ωB97M-V/def2-TZVPD",
  "fmax_ev_per_a": 0.7,
  "total_energy_ha": -7074.62510,
  "total_charge": 4,
  "s_squared": 0.777,
  "de_lowest_kcal_mol": 21.8,
  "spin_multiplicity": 2,
  "lumo_ev": [-14.5012, -14.5012],
  "species": ["Pd", "C", "P", "C", "C", "C", "P", "C", "C", "H", "H", "H", "H", "H", "H", "H", "H", "H", "H", "H", "H", "H", "H", "H", "H", "F", "As", "F", "F", "F", "F", "F", "C", "N", "N", "C", "O", "C", "C", "C", "C", "C", "C", "C", "C", "C", "H", "H", "H", "H", "H", "H", "H", "H", "H", "H", "H", "H", "Cl", "C", "C", "C", "C", "C", "C", "N", "C", "C", "N", "C", "O", "C", "C", "C", "Cl", "S", "C", "C", "C", "Cl", "C", "H", "H", "H", "H", "H", "H", "H", "H", "H", "H", "H", "H", "H"],
  "xyz": [[2.37111, -1.35604, -0.02378], [4.28601, -0.78624, -2.60061], [4.40452, -1.42800, -0.91667], [5.67492, -0.48263, -0.06675], [4.99141, -3.14117, -1.04448], [3.83783, -3.97298, -1.58601], [2.33366, -3.54861, -0.64232], [0.95696, -4.14551, -1.62988], [2.40762, -4.55570, 0.85779], [5.23706, -0.93714, -3.11554], [4.06859, 0.28032, -2.57181], [3.48841, -1.28234, -3.15126], [6.62033, -0.64191, -0.59071], [5.77734, -0.82885, 0.96125], [5.43742, 0.57899, -0.06681], [5.27904, -3.46685, -0.04190], [5.88210, -3.18672, -1.67486], [4.02992, -5.04450, -1.51187], [3.64888, -3.74939, -2.63844], [1.15535, -5.18256, -1.90892], [0.85076, -3.53685, -2.52682], [0.03794, -4.08244, -1.05344], [2.30440, -5.60979, 0.59321], [1.60168, -4.27327, 1.53181], [3.36183, -4.41076, 1.36440], [0.42910, 1.08387, -1.75005], [-0.89791, 0.21578, -1.01965], [0.11112, -0.03039, 0.41416], [-1.42675, 1.72407, -0.29486], [-0.26002, -1.25260, -1.68693], [-1.88312, 0.49793, -2.38602], [-2.15967, -0.65080, -0.21973], [-5.10101, -4.20452, 1.82558], [-3.77575, -3.63012, 2.04283], [-2.79990, -3.70169, 1.15405], [-1.66117, -3.00495, 1.67657], [-0.58636, -2.99646, 1.11796], [-2.10957, -2.47662, 2.94939], [-3.38131, -2.88959, 3.15320], [-4.31121, -2.69001, 4.29331], [-2.88945, -4.44654, -0.07070], [-3.02643, -3.74659, -1.25929], [-3.13747, -4.46997, -2.43792], [-3.10731, -5.85844, -2.41107], [-2.96298, -6.54064, -1.20789], [-2.85272, -5.83394, -0.02074], [-5.21384, -4.44741, 0.77410], [-5.84361, -3.47004, 2.12725], [-5.21017, -5.10610, 2.42869], [-1.50154, -1.88950, 3.61521], [-3.80814, -2.13598, 5.08102], [-4.63816, -3.64671, 4.70338], [-5.19702, -2.13003, 3.98993], [-3.05826, -2.66531, -1.25440], [-3.26366, -3.94729, -3.37641], [-3.20731, -6.41623, -3.33258], [-2.94458, -7.62179, -1.19343], [-2.73725, -6.35062, 0.92450], [-2.01796, 6.76222, 4.51931], [-1.17578, 6.16501, 3.17508], [-1.37881, 4.82511, 2.77398], [-0.70636, 4.31382, 1.68098], [0.18360, 5.09737, 0.95218], [0.82463, 4.51399, -0.27986], [2.32492, 4.15241, -0.14239], [2.51408, 2.85594, 0.48376], [2.53474, 2.53802, 1.82617], [2.65851, 1.18657, 1.89312], [2.71124, 0.67578, 0.61361], [2.61877, 1.70234, -0.20162], [0.67304, 5.45713, -1.33967], [-0.21747, 5.12029, -2.38585], [-1.38643, 6.05117, -2.26863], [-1.21532, 7.47063, -1.97087], [0.19022, 8.27374, -1.90351], [-2.73532, 8.30332, -1.75781], [-3.54623, 6.86304, -2.10298], [-2.71812, 5.74634, -2.33950], [0.38707, 6.44318, 1.39480], [1.53308, 7.44917, 0.63667], [-0.29528, 6.97345, 2.48376], [-2.07804, 4.21551, 3.33068], [-0.89161, 3.29476, 1.36198], [0.28675, 3.59458, -0.51884], [2.88052, 4.91121, 0.40521], [2.73507, 4.10164, -1.15011], [2.50256, 3.28626, 2.59932], [2.73156, 0.56213, 2.76657], [2.58901, 1.65668, -1.27719], [-0.57023, 4.08708, -2.32447], [0.28620, 5.25433, -3.34874], [-4.63066, 6.85977, -2.12819], [-3.11763, 4.76398, -2.55172], [-0.11603, 7.99225, 2.79974]],
  "forces_ev_per_a": [[0.20, 0.56, -0.06], [0.01, 0.01, 0.02], [0.00, -0.11, 0.03], [0.01, -0.02, 0.03], [0.03, 0.00, 0.02], [-0.03, 0.02, -0.04], [-0.13, -0.13, 0.09], [-0.04, 0.06, -0.03], [0.00, -0.02, -0.03], [0.01, 0.01, 0.01], [0.01, 0.02, -0.01], [0.01, -0.02, -0.01], [0.01, 0.01, 0.01], [0.00, 0.01, 0.00], [-0.01, -0.01, 0.00], [0.03, 0.00, 0.00], [0.00, 0.01, 0.00], [0.00, 0.00, 0.00], [0.01, -0.01, 0.00], [-0.02, 0.00, 0.01], [-0.01, 0.00, -0.01], [-0.08, 0.02, 0.03], [0.01, 0.00, 0.00], [-0.03, 0.00, 0.01], [-0.01, 0.01, 0.01], [0.03, 0.16, -0.07], [-0.19, 0.04, 0.18], [0.12, -0.29, -0.11], [0.08, -0.01, -0.04], [0.05, -0.04, 0.11], [0.03, 0.01, -0.02], [-0.05, 0.00, 0.03], [0.02, -0.03, 0.00], [-0.07, 0.12, -0.03], [0.14, -0.01, 0.02], [0.02, -0.13, -0.02], [-0.17, 0.02, -0.01], [0.05, 0.00, 0.02], [-0.06, -0.01, 0.02], [-0.01, 0.00, 0.00], [0.01, -0.01, -0.02], [0.00, 0.02, -0.03], [0.01, 0.00, -0.01], [0.00, -0.01, 0.01], [-0.01, 0.01, 0.00], [0.04, -0.02, 0.01], [0.00, 0.01, 0.00], [0.00, 0.00, 0.01], [0.01, -0.01, 0.00], [0.00, 0.00, 0.00], [0.00, 0.00, 0.00], [0.00, 0.00, 0.00], [0.00, 0.00, 0.00], [0.03, 0.02, 0.00], [0.01, 0.00, 0.01], [0.00, 0.00, 0.00], [0.00, 0.00, 0.00], [-0.01, 0.00, 0.00], [-0.02, 0.01, 0.03], [0.03, 0.04, -0.02], [0.00, 0.05, 0.01], [0.04, -0.01, -0.04], [-0.16, -0.06, 0.03], [-0.19, 0.18, 0.08], [-0.04, 0.06, -0.02], [-0.03, -0.05, -0.10], [0.03, 0.01, 0.02], [0.04, 0.02, 0.05], [-0.09, -0.15, -0.12], [0.05, 0.06, -0.02], [0.62, -0.31, -0.26], [-0.24, 0.11, 0.19], [-0.05, 0.03, 0.10], [0.02, -0.09, 0.11], [0.03, 0.03, -0.01], [-0.06, 0.00, -0.03], [0.03, 0.00, 0.02], [-0.07, 0.01, -0.08], [0.05, 0.02, -0.13], [-0.02, -0.07, -0.02], [-0.10, -0.02, 0.08], [0.00, -0.01, 0.00], [-0.01, -0.02, 0.00], [0.01, -0.13, -0.03], [0.00, -0.01, 0.03], [0.00, 0.02, 0.01], [0.00, 0.00, 0.00], [-0.01, -0.01, -0.01], [0.01, 0.01, 0.04], [0.04, -0.02, -0.05], [0.00, 0.04, 0.01], [0.00, -0.01, 0.00], [0.00, 0.00, 0.00], [0.01, 0.00, 0.00]],
  "lowdin_spin": [0.000, 0.000, 0.000, 0.000, 0.000, 0.000, 0.000, 0.000, 0.001, 0.000, 0.000, 0.000, 0.000, 0.000, 0.000, 0.000, 0.000, 0.000, 0.000, 0.000, 0.000, 0.000, 0.000, 0.000, 0.000, 0.000, 0.000, 0.001, 0.000, 0.000, 0.000, 0.001, 0.031, 0.306, 0.191, 0.054, 0.258, 0.133, -0.020, -0.011, 0.013, 0.007, 0.000, 0.004, 0.000, 0.007, 0.001, 0.008, 0.015, 0.006, 0.000, -0.003, -0.003, 0.000, 0.000, 0.000, 0.000, 0.000, 0.000, 0.000, 0.000, 0.000, 0.000, 0.000, 0.000, 0.000, 0.000, 0.000, 0.000, 0.000, 0.000, 0.000, 0.000, 0.000, 0.000, 0.000, 0.000, 0.000, 0.000, 0.000, 0.000, 0.000, 0.000, 0.000, 0.000, 0.000, 0.000, 0.000, 0.000, 0.000, 0.000, 0.000, 0.000, 0.000]
}